Here is a molecular structure, C44H50N3ORuSSi in a non-equilibrium geometry from the OMol25 dataset. Energies are from ωB97M-V/def2-TZVPD.

Structure (XYZ):
```
101
Properties=species:S:1:pos:R:3:forces:R:3:mulliken_charge:R:1
Ru 1.2283 -0.7598 1.2243 -0.9 -0.9 -0.2 -0.63
C 0.7869 -0.1327 3.3249 0.3 0.1 -0.1 -0.13
C -0.1254 -1.1740 3.0113 0.3 0.0 0.2 -0.97
C 0.6265 -2.3625 2.8113 0.1 0.0 -0.2 -0.10
C 1.9931 -2.0745 2.9474 0.3 0.4 0.2 -0.41
C 2.0953 -0.6734 3.2695 0.1 -0.3 0.2 -1.00
H 0.5399 0.8818 3.5950 0.0 0.0 -0.1 0.45
H -1.1982 -1.0983 3.0117 0.0 0.0 -0.1 0.65
H 0.2130 -3.3217 2.5462 0.0 0.0 -0.1 0.67
H 2.8188 -2.7643 2.8842 0.0 0.0 -0.1 0.52
H 3.0078 -0.1608 3.5297 0.0 0.1 -0.2 0.63
C 5.2510 -3.7736 -0.7653 0.0 -0.1 0.0 -0.54
C 3.8692 -3.8773 -0.8014 0.0 0.0 0.1 -1.21
C 3.0833 -2.7940 -0.4391 0.0 0.0 0.0 -0.04
C 3.6856 -1.5965 -0.0606 0.1 0.0 0.5 -0.21
C 5.0821 -1.4947 -0.0115 0.0 -0.1 -0.1 -0.31
C 5.8544 -2.5851 -0.3637 0.0 0.1 0.0 -0.73
N 2.8678 -0.4984 0.2966 -0.3 0.4 0.0 1.34
C 3.3813 0.7772 -0.0777 -0.2 0.0 0.0 -0.53
C 3.8123 1.0024 -1.3834 -0.1 0.0 0.1 0.05
C 4.2535 2.2619 -1.7518 0.0 0.0 0.0 -0.92
C 4.2969 3.2926 -0.8229 0.0 0.1 0.0 -0.68
C 3.8883 3.0606 0.4836 0.0 0.0 0.0 -0.35
C 3.4192 1.8085 0.8556 0.1 0.0 -0.1 -0.22
H 5.8651 -4.6197 -1.0437 0.0 0.0 0.0 0.42
H 3.3880 -4.7981 -1.1050 0.0 0.0 0.0 0.54
H 2.0058 -2.8661 -0.4634 -0.1 0.0 -0.1 0.36
H 5.5487 -0.5727 0.3071 0.0 0.0 0.0 0.50
H 6.9330 -2.5136 -0.3218 0.0 0.0 0.0 0.42
H 3.7673 0.2031 -2.1109 0.0 0.0 0.0 0.57
H 4.5659 2.4400 -2.7720 0.0 0.0 0.0 0.44
H 4.6615 4.2690 -1.1131 0.0 0.0 0.0 0.46
H 3.9512 3.8514 1.2215 0.0 0.0 0.0 0.55
H 3.1003 1.6145 1.8716 0.0 0.0 0.0 0.19
C -4.4756 2.1262 0.5677 0.1 0.0 0.0 -0.45
C -4.5642 3.0658 1.7663 0.0 0.0 0.0 -0.86
C -3.2396 3.7044 2.1838 0.0 0.0 0.0 -0.31
C -2.2147 2.7201 2.7517 0.0 0.0 0.0 -1.13
N -1.4844 1.9773 1.7248 0.1 0.0 0.0 0.75
C -0.3184 2.1994 1.1289 -0.1 0.0 0.0 0.33
S 0.1844 0.9900 -0.0355 0.2 0.4 -0.1 -0.59
N 0.4462 3.2650 1.2892 0.1 -0.1 0.1 0.41
C 0.2464 4.5412 1.9821 -0.1 0.0 0.0 -0.08
C 0.9074 5.6688 1.1918 0.0 0.0 0.1 -0.97
C 0.0613 6.2164 0.0435 0.0 0.0 0.0 -0.44
C -0.2557 5.2133 -1.0603 0.0 0.0 0.0 -0.82
H -5.4694 1.8379 0.2262 0.0 0.0 0.0 0.40
H -3.9551 1.1934 0.7962 0.0 0.2 0.0 -0.34
H -3.9593 2.5965 -0.2721 0.0 0.0 0.0 0.29
H -4.9844 2.5294 2.6228 0.0 0.0 0.0 0.41
H -5.2691 3.8688 1.5428 0.0 0.0 0.0 0.36
H -3.4305 4.4704 2.9394 0.0 0.0 0.0 0.41
H -2.7953 4.2146 1.3228 0.0 0.0 0.0 0.13
H -2.7232 1.9688 3.3602 0.0 0.0 0.0 0.51
H -1.4948 3.2051 3.4086 0.0 0.1 0.0 0.47
H -1.9296 1.1494 1.3570 -0.1 0.1 0.0 -0.79
H 1.3160 3.1842 0.7770 0.0 0.0 -0.1 -0.32
H 0.6655 4.4752 2.9894 0.0 0.0 0.0 0.28
H -0.8191 4.7406 2.0702 0.0 0.0 0.0 0.11
H 1.8725 5.3168 0.8119 0.0 0.0 0.0 0.13
H 1.1372 6.4752 1.8908 0.0 0.0 0.0 0.45
H 0.5897 7.0698 -0.3863 0.0 0.0 0.0 0.40
H -0.8701 6.6183 0.4545 0.0 0.0 0.0 0.28
H 0.6552 4.7797 -1.4802 0.0 0.0 0.0 0.23
H -0.7968 5.6940 -1.8748 0.0 0.0 0.0 0.43
H -0.8764 4.3873 -0.7084 0.0 0.0 0.0 0.01
O 0.0382 -1.6943 0.0398 0.1 -0.5 0.1 4.69
Si -1.0428 -2.4286 -0.9270 0.1 0.4 -0.2 -3.07
C -2.7582 -2.2552 -0.2006 -0.1 -0.1 0.0 -0.32
C -3.8289 -2.9658 -0.7490 0.0 -0.1 0.0 -0.57
C -5.1169 -2.8174 -0.2594 -0.1 0.0 0.0 -0.79
C -5.3672 -1.9522 0.7974 0.0 0.0 0.0 -0.88
C -4.3215 -1.2336 1.3572 0.0 -0.2 0.0 -0.23
C -3.0376 -1.3889 0.8521 0.1 0.2 0.0 1.20
C -1.0215 -1.5955 -2.6002 0.0 0.0 -0.1 0.79
C 0.1827 -1.5453 -3.3091 0.1 0.0 0.0 0.04
C 0.2688 -0.9295 -4.5465 0.0 0.0 0.0 -0.78
C -0.8614 -0.3485 -5.1079 0.0 0.0 0.0 -0.52
C -2.0655 -0.3854 -4.4230 0.0 0.0 0.0 -0.85
C -2.1409 -1.0012 -3.1803 -0.1 0.0 0.0 -0.45
C -0.5673 -4.2203 -1.1913 0.0 -0.1 0.1 0.96
C 0.0810 -4.9770 -0.2135 0.1 0.1 0.1 -0.19
C 0.3741 -6.3188 -0.4003 0.0 0.0 -0.1 -0.79
C 0.0202 -6.9417 -1.5898 0.0 0.0 0.0 -0.51
C -0.6138 -6.2111 -2.5836 0.0 -0.1 0.0 -0.75
C -0.8971 -4.8680 -2.3827 -0.1 0.1 -0.2 -0.29
H -3.6562 -3.6587 -1.5662 0.0 0.0 0.0 0.38
H -5.9303 -3.3802 -0.6987 0.0 0.0 0.0 0.45
H -6.3730 -1.8389 1.1804 0.0 0.0 0.0 0.40
H -4.5105 -0.5549 2.1805 0.0 0.0 0.0 0.49
H -2.2235 -0.8064 1.2698 0.0 -0.1 0.0 -0.70
H 1.0766 -2.0019 -2.8922 0.0 0.0 0.0 0.46
H 1.2115 -0.9069 -5.0789 0.0 0.0 0.0 0.44
H -0.8018 0.1287 -6.0776 0.0 0.0 0.0 0.39
H -2.9491 0.0651 -4.8572 0.0 0.0 0.0 0.42
H -3.0905 -1.0114 -2.6570 0.0 0.0 0.0 0.42
H 0.3840 -4.5036 0.7134 0.0 0.0 0.0 0.02
H 0.8808 -6.8809 0.3742 0.0 0.0 0.0 0.44
H 0.2394 -7.9907 -1.7411 0.0 0.0 0.0 0.40
H -0.8822 -6.6878 -3.5175 0.0 0.0 0.0 0.42
H -1.3733 -4.3074 -3.1805 0.0 0.0 0.0 0.42
```
Forces are in eV/Å.

Results
Frontier orbital gap (alpha / beta) in eV: 6.391 / 6.444
LUMO (alpha / beta) in Ha: -0.154 / -0.152
Charge: +1
Molecular weight in g/mol: 798.13
Relative energy (zero: lowest compared OMol25 entry of this formula, charge and spin) in kcal/mol: 8.41
DFT total energy in eV: -74248.9631

***

Here is a molecular structure, C44H52BBrGeMoN3O4Te in a non-equilibrium geometry from the OMol25 dataset. Energies are from ωB97M-V/def2-TZVPD.

Structure (XYZ):
```
108
Properties=species:S:1:pos:R:3:forces:R:3:mulliken_charge:R:1
Mo -0.2817 -0.3836 -0.4272 0.2 -1.2 -0.2 -0.91
N -1.1644 1.1687 0.9188 -0.1 0.1 0.2 -0.34
C -1.1292 0.6500 2.3101 0.0 0.1 -0.1 -0.16
C -1.5485 -0.8030 2.2651 0.1 -0.2 -0.1 0.41
O -2.2422 -1.3053 3.1242 0.0 0.0 0.1 -0.68
N -1.0733 -1.4300 1.1477 -0.2 0.2 0.1 0.36
C -1.8054 -2.6055 0.7126 0.1 0.0 0.0 -0.99
C -2.5575 -2.1935 -0.5352 0.0 0.2 -0.1 0.68
O -3.4495 -2.8223 -1.0347 0.0 -0.1 0.0 -0.65
O -2.1060 -1.0425 -1.0499 -0.1 0.0 0.1 -0.42
H -0.6751 2.0592 0.8662 0.1 0.0 0.0 0.32
H -2.1293 1.3340 0.6377 0.0 0.0 0.0 0.24
H -1.7803 1.2064 2.9811 0.0 0.0 0.0 0.41
H -0.1040 0.7209 2.6734 0.0 0.0 0.0 0.00
H -2.4903 -2.9537 1.4839 0.0 0.0 0.0 0.56
H -1.1135 -3.4133 0.4534 -0.1 0.0 0.0 -0.03
C 5.9861 -4.8173 -0.2238 0.0 0.0 0.0 -1.61
C 4.6555 -5.5531 -0.0153 0.0 0.0 0.0 1.87
C 4.5358 -5.9872 1.4522 0.0 0.0 0.0 -1.64
C 4.6504 -6.8057 -0.8908 0.0 0.0 0.0 -2.03
C 3.5074 -4.6070 -0.3567 0.0 0.0 0.0 -0.19
C 3.3472 -3.4322 0.3776 0.0 -0.1 -0.1 -0.91
C 2.3241 -2.5815 0.0436 0.0 0.1 0.1 0.57
Br 2.1260 -0.9828 1.0532 0.0 0.1 0.0 0.11
C 1.4257 -2.8134 -1.0001 -0.2 0.0 -0.2 0.35
O 0.4744 -1.8943 -1.2939 0.1 0.0 0.2 1.00
C 1.5455 -4.0032 -1.7286 0.0 0.0 0.0 -0.59
C 2.6013 -4.8511 -1.3757 0.0 0.0 0.0 -0.50
C 0.6350 -4.4872 -2.8725 0.0 0.0 0.0 2.67
C 0.0684 -5.8630 -2.4851 0.0 0.0 0.0 -1.76
C -0.5640 -3.6018 -3.2189 0.0 0.0 0.1 -2.69
C 1.4891 -4.6246 -4.1420 0.0 0.0 0.0 -1.89
H 6.8211 -5.4804 0.0089 0.0 0.0 0.0 0.44
H 6.0656 -3.9411 0.4208 0.0 0.0 0.0 0.34
H 6.0900 -4.4849 -1.2578 0.0 0.0 0.0 0.37
H 5.3321 -6.6917 1.6984 0.0 0.0 0.0 0.45
H 3.5777 -6.4747 1.6388 0.0 0.0 0.0 0.36
H 4.6208 -5.1402 2.1339 0.0 0.0 0.0 0.33
H 5.4815 -7.4501 -0.6017 0.0 0.0 0.0 0.44
H 4.7733 -6.5631 -1.9478 0.0 0.0 0.0 0.38
H 3.7294 -7.3793 -0.7719 0.0 0.0 0.0 0.40
H 4.0057 -3.1827 1.1974 0.0 0.0 0.0 0.44
H 2.7070 -5.7627 -1.9432 0.0 0.0 0.0 0.35
H -0.5401 -5.7902 -1.5818 0.0 0.0 0.0 0.34
H 0.8465 -6.6060 -2.3117 0.0 0.0 0.0 0.35
H -0.5699 -6.2308 -3.2900 0.0 0.0 0.0 0.48
H -1.2742 -3.5113 -2.3995 0.0 0.0 0.0 0.40
H -1.0929 -4.0725 -4.0507 0.0 0.0 0.0 0.85
H -0.2692 -2.6058 -3.5329 0.1 0.1 0.0 0.00
H 2.3248 -5.3116 -4.0068 0.0 0.0 0.0 0.37
H 1.8938 -3.6564 -4.4432 0.0 0.0 0.0 0.34
H 0.8722 -5.0029 -4.9587 0.0 0.0 0.0 0.49
C 3.2137 4.2543 3.3058 0.0 0.0 0.1 -1.10
Te 2.1681 2.5777 2.4972 0.0 -0.1 -0.1 0.06
C 3.9685 2.2726 1.3841 0.0 0.0 0.0 -0.60
C 4.6418 3.6204 1.3559 0.0 0.0 0.0 0.53
C 5.6209 3.9120 0.4136 0.0 0.0 0.0 -0.67
C 6.2142 5.1634 0.3830 0.0 0.0 0.0 -0.67
C 5.8278 6.1361 1.2945 0.0 0.0 0.0 -0.54
C 4.8533 5.8510 2.2374 0.0 0.0 0.0 -0.72
C 4.2599 4.5944 2.2761 0.0 0.0 0.0 0.57
H 3.6590 3.9454 4.2506 0.0 0.1 0.0 0.37
H 2.5270 5.0764 3.4912 0.0 0.0 0.0 0.51
H 3.7322 1.9253 0.3820 0.0 0.0 0.0 0.21
H 4.5698 1.5207 1.8944 0.0 0.0 0.0 0.48
H 5.8997 3.1618 -0.3152 0.0 0.0 0.0 0.37
H 6.9638 5.3859 -0.3646 0.0 0.0 0.0 0.39
H 6.2763 7.1204 1.2626 0.0 0.0 0.0 0.39
H 4.5449 6.6112 2.9450 0.0 0.0 0.0 0.42
B 2.8111 2.9435 -1.8303 -0.1 0.1 -0.1 0.47
C 1.7979 1.8979 -1.3103 -0.2 -0.3 0.2 -0.26
N 1.0288 1.1146 -0.9187 0.2 0.6 -0.3 -0.75
H 3.9154 2.4625 -1.7387 0.0 0.0 0.0 -0.17
H 2.4800 3.1699 -2.9701 0.0 0.0 0.0 -0.14
H 2.6502 3.9029 -1.1074 0.1 0.0 0.0 0.03
C 0.5650 0.0638 -3.9311 0.1 0.0 0.0 -1.55
Ge -0.9264 0.6963 -2.8272 -0.1 0.1 0.2 3.54
C -2.6726 0.1475 -3.4602 -0.1 -0.1 -0.1 0.29
C -3.7944 0.8555 -3.0360 0.0 0.0 -0.1 -0.42
C -5.0643 0.4814 -3.4474 0.0 0.0 0.0 -0.76
C -5.2260 -0.6028 -4.2991 0.0 0.0 0.0 -0.54
C -4.1159 -1.3067 -4.7393 0.0 0.0 0.0 -0.84
C -2.8476 -0.9337 -4.3180 0.0 0.0 0.0 0.12
C -0.9589 2.6590 -2.8876 0.0 -0.1 -0.3 0.33
C -0.9663 3.4185 -1.7624 0.0 0.6 0.4 0.71
C -0.9384 4.8405 -1.7966 0.0 -0.5 0.4 -0.88
C -0.8902 5.4788 -2.9869 0.0 0.1 -0.4 -1.04
C -0.9118 4.7397 -4.1969 0.0 0.0 -0.1 1.13
C -0.8901 5.4001 -5.4557 0.0 0.1 0.4 -0.94
C -0.9533 4.6980 -6.6145 0.0 -0.3 -0.3 -0.55
C -1.0552 3.2845 -6.5786 0.0 0.3 -0.3 -1.23
C -1.0641 2.6254 -5.3926 0.0 -0.1 0.4 -0.60
C -0.9724 3.3244 -4.1542 0.0 0.1 -0.2 -0.07
H 0.2178 -0.2194 -4.9244 0.0 0.0 0.0 0.55
H 1.0803 -0.7799 -3.4798 0.0 0.0 0.0 0.36
H 1.2625 0.8970 -4.0233 0.0 0.0 -0.1 0.54
H -3.6783 1.7190 -2.3890 0.0 0.0 0.0 0.33
H -5.9293 1.0372 -3.1081 0.0 0.0 0.0 0.40
H -6.2171 -0.8981 -4.6184 0.0 0.0 0.0 0.38
H -4.2385 -2.1531 -5.4032 0.0 0.0 0.0 0.42
H -1.9908 -1.5048 -4.6570 0.0 0.0 0.0 0.17
H -0.9641 2.9401 -0.7939 0.0 0.0 0.0 -0.64
H -0.9305 5.4031 -0.8714 0.0 0.0 0.0 0.46
H -0.8413 6.5600 -3.0348 0.0 0.0 0.0 0.37
H -0.8275 6.4816 -5.4712 0.0 0.0 0.0 0.40
H -0.9359 5.2151 -7.5655 0.0 0.0 0.0 0.39
H -1.1368 2.7268 -7.5031 0.0 0.0 0.0 0.43
H -1.1743 1.5483 -5.3923 0.0 0.0 0.0 0.10
```
Forces are in eV/Å.

Results
Frontier orbital gap (alpha / beta) in eV: 6.424 / 6.827
LUMO (alpha / beta) in Ha: -0.067 / -0.052
Molecular weight in g/mol: 1073.78
2S+1: 2
Relative energy (zero: lowest compared OMol25 entry of this formula, charge and spin) in kcal/mol: 17.61
DFT total energy in eV: -195517.2625
<S²>: 0.7675